{
  "formula": "C3H6O3S",
  "method": "wB97M-V/def2-TZVPD",
  "mol_weight_g_mol": 122.1,
  "charge": -2,
  "relative_energy_kcal_mol": 26.7,
  "total_energy_ev": -20185.2093,
  "species": ["H", "C", "O", "C", "S", "O", "H", "H", "C", "H", "H", "H", "O"],
  "coordinates": [[1.551940, -0.616612, -1.010952], [-0.841858, 0.098139, -1.031543], [-3.291120, -0.839768, 1.293847], [1.562032, 0.245672, -0.318183], [2.661050, 0.170516, 1.181942], [-0.400849, -0.348381, -2.121304], [-2.417647, -0.951845, 1.717740], [1.913560, 1.097545, -0.897807], [0.067373, 0.511787, 0.165878], [0.146370, 0.045417, 1.168567], [-2.745509, -0.289153, 0.598136], [-0.271287, 1.522519, 0.473322], [-2.100883, 0.118162, -0.818628]],
  "forces_ev_per_a": [[0.051, 0.286, 0.800], [-1.462, -1.966, 0.031], [2.149, 0.958, -0.092], [-0.415, 1.347, 1.115], [0.157, -0.283, -0.408], [0.632, 0.928, 0.836], [-0.705, -0.754, 0.852], [-0.015, 0.042, -0.274], [1.694, -0.215, -1.292], [-1.218, -0.824, -0.684], [-1.615, -0.317, -0.882], [0.844, 0.024, -0.604], [-0.097, 0.773, 0.602]],
  "nbo_charge": [0.210, 0.770, -1.033, -0.501, -0.821, -0.768, 0.445, 0.166, -0.575, 0.235, 0.509, 0.196, -0.833]
}